11 unconnected molecules or ions with the total composition C34H78O11S5 in a non-equilibrium geometry, computed with wB97M-V/def2-TZVPD.

Structure (XYZ):
```
128
Properties=species:S:1:pos:R:3:forces:R:3:mulliken_charge:R:1
C 11.316 19.705 6.476 0.2567 0.5010 -0.2571 -1.065
C 12.152 18.767 5.594 -0.3556 0.2829 0.2770 0.057
C 11.198 17.577 5.574 1.1908 -0.2411 0.6487 0.185
O 10.770 17.452 6.958 -0.0751 0.0706 -0.5639 -0.150
C 10.717 18.747 7.519 0.0464 1.4074 -0.8130 0.750
H 10.503 20.192 5.939 -0.0698 -0.3013 -0.4658 0.348
H 11.861 20.560 6.878 0.3316 -0.3050 0.3244 0.412
H 13.098 18.543 6.087 -0.0379 -0.2008 0.1156 -0.340
H 12.412 19.183 4.620 -0.2786 -0.0599 -0.0866 0.535
H 11.682 16.623 5.366 -0.1362 0.1649 -0.3568 -0.471
H 10.403 17.812 4.866 -0.4513 -0.3160 0.1877 0.349
H 11.300 18.864 8.433 -0.2056 -0.5949 0.2959 -0.746
H 9.684 19.078 7.631 -0.1658 -0.3184 0.6887 0.274
C 8.413 17.769 11.021 0.9860 2.4230 -0.3833 -0.934
C 9.401 16.926 10.256 0.3558 -1.0687 -0.2752 1.323
C 8.497 16.345 9.132 1.0303 -0.0013 1.6124 0.124
O 7.349 16.065 9.906 -1.2295 -1.1877 -1.0589 -0.470
C 7.105 17.070 10.857 -0.0505 -0.1867 0.2107 -0.490
H 8.439 18.718 10.485 -0.5121 0.3948 -0.0413 0.370
H 8.614 18.059 12.052 0.4196 -0.5066 0.0433 0.295
H 9.693 16.129 10.940 0.1720 -0.5023 -0.3222 -0.180
H 10.325 17.351 9.865 -0.2245 0.5368 0.2094 -0.643
H 8.925 15.424 8.737 -0.2649 -0.1744 0.0286 -0.207
H 8.329 17.012 8.287 -0.1599 0.3401 0.0909 0.243
H 6.831 16.599 11.801 -0.3118 -0.1836 -0.0926 0.331
H 6.311 17.745 10.539 -0.1756 -0.0051 -0.0418 0.254
C 8.615 11.534 10.111 -0.3624 0.0380 -1.1744 -0.589
C 9.022 12.750 10.902 0.7932 -0.2045 2.0846 -0.456
C 10.407 13.006 10.383 -0.1724 0.0136 0.4183 0.259
O 10.247 12.784 9.023 1.9902 0.8233 -2.0322 -0.020
C 9.190 11.919 8.715 -1.6405 0.0794 0.8178 -0.526
H 7.535 11.383 10.119 0.0483 -0.0917 -0.2189 0.373
H 9.095 10.606 10.422 0.0723 0.1189 0.4645 0.258
H 9.126 12.557 11.969 -0.3753 -0.1500 0.2280 0.412
H 8.415 13.652 10.819 -0.3075 -0.2187 -0.4832 0.089
H 11.158 12.311 10.759 0.0587 -0.2728 0.4542 0.236
H 10.769 14.007 10.614 0.0380 0.1831 -0.4026 -0.517
H 9.481 11.090 8.070 0.1892 0.0515 0.1559 0.261
H 8.456 12.527 8.186 -0.1590 -0.2443 -0.3139 0.268
C 17.076 20.338 6.960 0.5736 0.3731 -0.6685 -0.323
C 16.514 20.200 8.357 1.2839 -1.0184 0.2441 -0.687
C 15.088 19.848 8.137 0.1563 0.7956 0.2387 0.613
O 14.755 20.447 6.902 -0.4610 0.5526 -0.7394 -0.446
C 15.922 21.025 6.259 -0.4151 -0.4692 0.1091 -0.559
H 17.278 19.413 6.419 -0.1442 -0.4199 0.4608 -0.032
H 18.022 20.877 6.925 -0.1208 0.2762 0.0272 0.399
H 16.582 21.138 8.908 0.2792 -0.0586 -0.0060 0.331
H 16.957 19.369 8.906 0.4597 0.3463 0.2990 0.360
H 14.599 20.331 8.983 -1.0300 -0.3718 -0.1904 -0.023
H 14.950 18.767 8.124 -0.3897 -0.0635 -0.1156 -0.246
H 15.970 22.110 6.347 -0.2901 0.1372 0.3627 0.273
H 15.835 20.809 5.195 0.0679 -0.1299 0.0004 0.329
C 12.634 9.621 9.768 -0.7739 -0.7417 -0.2139 0.457
C 14.049 9.095 9.583 0.1489 0.7676 0.9190 0.435
C 14.055 8.406 8.255 -0.9322 -0.2387 -1.3880 -0.369
O 12.665 8.413 7.743 0.9889 0.3370 0.2689 -0.490
C 11.840 8.625 8.861 0.0111 0.5437 0.9418 -0.710
H 12.481 10.647 9.435 0.1232 -0.0095 -0.3111 -0.672
H 12.361 9.604 10.823 -0.2587 -0.1485 -0.0249 0.457
H 14.262 8.411 10.404 0.1235 -0.1103 -0.0548 0.396
H 14.763 9.917 9.642 0.1342 -0.1245 -0.1506 -0.722
H 14.381 7.370 8.346 0.0415 -0.1084 -0.1182 0.247
H 14.642 8.932 7.502 0.0619 -0.1143 0.1055 0.257
H 11.664 7.662 9.342 0.0851 -0.1500 0.5023 0.312
H 10.849 9.001 8.606 0.1499 0.1486 -0.5121 0.349
C 12.595 19.598 11.563 -0.0723 1.3763 -1.1093 0.098
C 13.463 18.411 11.826 0.9115 -0.5916 -0.6538 -0.508
C 12.431 17.379 12.207 0.1027 1.4345 0.8806 0.960
O 11.578 18.220 13.026 -1.5574 -0.7667 0.4298 -0.547
C 11.629 19.640 12.706 0.9231 -1.7412 0.3505 -0.603
H 11.959 19.436 10.693 0.2363 -0.1579 -0.4413 -0.390
H 13.160 20.511 11.372 -0.0350 0.1313 0.1534 0.520
H 14.160 18.653 12.629 0.0022 -0.2326 0.2182 0.439
H 14.051 18.120 10.955 0.0868 -0.0111 -0.0962 0.153
H 12.768 16.556 12.838 0.0308 0.0927 -0.0440 -0.152
H 11.954 16.968 11.317 -0.3027 0.0402 0.0875 -0.531
H 12.025 20.099 13.611 -0.1967 0.4356 -0.0823 0.335
H 10.657 20.032 12.405 -0.0733 -0.0979 0.2922 0.268
C 14.315 13.193 13.009 0.5023 0.8037 0.0445 -0.300
S 15.891 13.793 13.860 -0.8383 -1.6332 -0.3843 0.351
O 16.958 12.739 13.589 -0.8769 1.4461 -0.2579 -0.613
C 16.105 15.273 12.824 1.0940 -0.7534 -0.6847 -0.367
H 13.844 12.332 13.482 0.4293 0.1147 0.3145 0.482
H 14.468 13.007 11.946 0.4588 -0.1298 0.1382 -0.125
H 13.633 14.044 13.001 -0.0902 0.0095 0.2805 0.049
H 15.404 16.071 13.069 -0.0019 -0.2502 0.0325 0.193
H 16.089 14.993 11.771 -0.6073 0.0195 -0.0035 -0.134
H 17.146 15.570 12.954 -0.0486 0.2644 0.5824 0.471
C 17.886 9.367 8.825 0.0520 -0.3605 1.2101 -1.113
S 17.322 11.038 8.382 -2.0658 0.2189 -1.6261 0.443
O 16.045 10.928 7.505 1.8500 0.1058 1.6798 -0.516
C 16.937 11.793 10.016 0.6367 -0.6880 0.2590 -0.559
H 17.766 8.608 8.051 0.0397 0.6852 -0.5250 0.382
H 17.428 8.903 9.699 -0.5090 0.4374 0.1499 0.307
H 18.933 9.468 9.111 0.1421 0.0428 -0.3226 0.429
H 17.934 11.959 10.424 0.0684 0.1041 0.1476 0.570
H 16.408 11.183 10.750 -0.1603 -0.2222 -0.3242 0.328
H 16.451 12.766 9.948 0.0222 -0.1382 -0.5558 -0.154
C 16.298 14.226 5.758 -0.2671 -0.0763 -0.8609 -0.789
S 15.408 15.395 4.658 0.6509 0.5583 0.6040 0.195
O 14.005 15.553 5.132 -0.0194 -0.1866 0.2404 -0.467
C 16.292 16.903 5.190 0.2229 -0.3676 0.0174 -1.041
H 16.435 14.488 6.807 -0.3690 0.2545 -0.0852 0.126
H 17.269 14.040 5.299 0.0613 0.0897 -0.0420 0.576
H 15.711 13.318 5.623 0.0971 -0.1541 0.3944 0.244
H 15.869 17.786 4.710 -0.1376 -0.1820 0.0028 0.359
H 17.339 16.798 4.907 0.0310 -0.0154 -0.1646 0.560
H 16.260 16.990 6.276 -0.2863 0.0062 0.0162 0.175
C 10.874 13.956 5.663 -0.2563 -0.2622 -0.1363 -0.365
S 10.504 12.313 4.872 -0.1634 1.3302 0.3145 0.316
O 9.256 11.829 5.581 1.6422 -0.1093 -0.3259 -0.572
C 12.057 11.455 5.417 -1.2883 -0.3443 0.3297 -0.438
H 9.975 14.558 5.532 -0.0427 -0.0963 -0.2328 0.402
H 11.722 14.472 5.214 0.0678 -0.2980 -0.2485 0.144
H 11.031 13.903 6.740 0.0183 -0.5550 0.0644 -0.062
H 11.994 11.475 6.505 0.4079 -0.2000 0.0428 -0.232
H 12.990 11.852 5.018 -0.3212 0.5207 0.0108 0.353
H 11.960 10.439 5.036 -0.0459 -0.0786 0.2501 0.432
C 13.023 16.031 8.413 0.6295 -0.6832 0.2963 0.852
S 14.359 14.987 9.216 -2.3533 0.0461 -0.0845 -0.259
O 13.817 14.943 10.637 0.7769 -0.3170 -0.8355 -0.319
C 13.882 13.422 8.370 -0.7063 -0.1350 0.5957 1.107
H 12.900 16.832 9.142 0.2920 0.3420 -0.3621 -0.496
H 12.072 15.497 8.413 0.1841 -0.3911 0.0513 -0.226
H 13.267 16.306 7.387 0.1252 0.2431 0.1671 0.233
H 14.384 12.528 8.741 0.7978 0.3515 -0.2521 -0.168
H 13.920 13.534 7.287 0.3538 0.0582 0.0730 0.073
H 12.851 13.184 8.629 -0.3849 0.5693 0.0606 -1.016
```
Positions in Å, forces in eV/Å.

Computed properties:
largest force on an atom = 2.96 eV/A
gap between HOMO and LUMO = 8.5 eV
ΔE to the lowest compared entry with this formula, charge and spin = 0.0 kcal per mole
energy = -4160.51553 Ha
net charge = 0